Entry 1:
{"formula": "C24H49F3O14", "method": "ωB97M-V/def2-TZVPD", "species": ["F", "F", "F", "O", "O", "O", "O", "O", "O", "O", "O", "O", "O", "O", "O", "O", "O", "C", "C", "C", "C", "C", "C", "C", "C", "C", "C", "C", "C", "C", "C", "C", "C", "C", "C", "C", "C", "C", "C", "C", "C", "H", "H", "H", "H", "H", "H", "H", "H", "H", "H", "H", "H", "H", "H", "H", "H", "H", "H", "H", "H", "H", "H", "H", "H", "H", "H", "H", "H", "H", "H", "H", "H", "H", "H", "H", "H", "H", "H", "H", "H", "H", "H", "H", "H", "H", "H", "H", "H", "H"], "coordinates": [[10.4186, 12.5605, 11.3568], [8.7007, 16.0559, 10.7898], [14.7228, 14.4286, 14.7620], [6.8880, 10.8624, 6.9896], [9.2605, 12.9016, 14.4266], [13.4270, 9.5435, 12.5513], [11.8249, 11.2142, 10.0497], [15.0602, 11.8919, 11.8077], [5.8366, 14.5150, 10.3777], [12.4388, 16.5074, 12.1238], [12.4649, 10.8851, 7.8931], [16.0844, 15.9115, 10.1290], [14.4865, 16.8635, 12.9959], [5.8921, 12.9988, 12.0428], [12.3423, 12.9629, 8.7524], [13.8538, 14.7188, 12.6697], [7.7839, 13.9260, 11.3038], [14.8277, 7.4961, 12.6781], [6.4029, 13.7798, 11.3499], [12.2558, 11.6496, 8.7926], [8.1133, 14.8676, 10.3557], [8.4996, 13.9891, 14.9526], [13.1955, 8.0292, 10.7076], [11.7272, 12.3408, 10.9271], [17.1273, 10.9140, 11.0476], [15.8355, 12.6714, 9.7512], [12.1042, 13.4852, 10.0682], [8.0901, 10.5480, 7.6745], [14.7887, 16.2879, 9.5735], [14.6392, 17.7772, 9.7953], [9.0981, 15.3461, 14.5768], [15.0281, 14.7096, 13.4414], [15.6450, 16.0197, 13.2886], [8.6519, 11.7465, 8.4575], [13.4658, 16.0924, 12.5625], [14.6594, 16.0285, 8.0596], [9.1976, 9.8721, 6.8022], [6.8168, 15.2562, 9.5960], [15.7650, 11.4582, 10.6530], [14.1410, 8.5814, 11.8047], [8.4341, 13.7129, 16.4310], [12.4494, 7.3896, 11.2300], [14.8363, 14.9897, 7.7907], [9.4257, 15.2411, 13.5675], [9.8973, 15.6293, 15.2829], [10.0153, 9.4865, 7.3865], [15.5843, 13.8584, 13.1447], [8.7350, 9.0678, 6.2034], [14.8756, 13.0378, 9.3552], [15.3513, 7.9645, 13.5195], [16.5731, 12.6460, 8.8954], [14.5990, 11.1497, 12.2376], [16.2930, 16.0896, 12.4287], [9.3365, 14.0968, 16.8976], [16.1355, 13.4802, 10.4514], [17.0578, 10.1230, 11.8178], [15.4579, 6.9699, 11.9518], [17.6128, 11.7935, 11.5029], [13.7448, 7.3661, 9.9981], [7.5822, 14.1961, 16.9673], [15.2592, 16.7190, 7.4753], [13.6102, 18.0928, 9.6417], [9.5054, 12.2831, 8.0265], [15.0367, 18.0076, 10.7400], [16.3252, 15.1033, 9.6768], [11.3044, 14.2348, 10.0111], [12.7139, 8.9914, 12.9418], [14.1842, 6.7248, 13.0634], [9.3403, 13.0048, 13.4691], [8.3313, 16.0860, 14.6883], [6.8531, 10.3505, 6.2062], [7.8197, 9.8732, 8.4938], [8.3988, 12.6585, 16.5777], [15.2199, 10.6593, 10.1567], [12.6922, 8.8806, 10.2241], [9.5839, 10.6553, 6.1276], [16.1895, 16.3152, 14.1760], [9.1071, 11.2623, 9.3364], [7.4861, 13.9923, 14.5720], [6.8810, 14.8327, 8.5758], [8.8731, 14.4321, 9.7041], [15.2169, 18.3057, 9.0512], [7.9323, 12.4663, 8.8473], [13.0574, 13.9216, 10.3482], [14.9525, 9.1131, 11.3468], [17.7540, 10.6869, 10.1774], [13.6124, 16.2619, 7.8762], [12.2965, 12.0657, 11.8204], [13.9604, 15.7486, 10.1354], [6.6399, 16.3275, 9.6362]], "forces_ev_per_a": [[0.31, -0.58, -0.35], [-0.33, -0.71, 0.87], [-0.34, 0.49, 0.09], [0.48, 1.03, 0.71], [0.03, 0.14, -0.34], [-0.85, -0.67, 0.88], [0.11, 1.07, -0.37], [-0.42, -0.10, 0.29], [-0.27, 0.69, -0.36], [0.61, -0.80, 0.26], [-0.05, 0.74, 0.76], [-0.92, 0.35, -0.51], [0.12, -0.36, 0.30], [-1.11, -0.73, 1.22], [-0.17, 0.19, 0.09], [-0.57, 2.15, 0.22], [-0.28, 1.08, 0.36], [-0.23, 0.64, -1.07], [1.33, 0.43, -1.62], [-0.70, -1.97, -0.14], [0.77, 0.86, -1.88], [0.08, 0.14, 0.17], [0.53, -0.59, 0.69], [-0.65, -1.57, 0.45], [0.38, 1.31, 0.36], [0.85, 1.32, -0.20], [0.96, 1.52, -0.60], [0.73, -0.25, 0.80], [-0.03, -0.09, -0.05], [-0.29, -0.49, -1.07], [0.08, -0.87, 1.47], [-0.79, -2.10, 0.22], [-0.28, 1.46, -0.44], [0.90, -0.52, 0.66], [0.56, -0.47, 0.13], [-0.51, -0.17, 1.15], [-1.58, 1.12, -0.45], [0.58, -1.88, 0.99], [-0.26, -0.72, -0.54], [-0.03, -1.15, -0.39], [-0.32, 1.26, 0.75], [0.19, 0.37, -0.44], [0.07, -0.07, -0.15], [0.44, 0.54, -0.76], [0.05, -0.22, -0.59], [0.20, -0.13, 0.31], [0.75, -0.63, -0.66], [0.34, 0.19, 0.23], [0.13, -0.63, 0.06], [0.22, -0.21, -0.40], [-0.73, -0.31, 0.98], [0.15, 0.14, -0.16], [0.18, -0.19, -0.29], [0.25, -0.09, 0.19], [0.15, -0.36, -0.42], [0.12, 0.22, -0.66], [0.50, 0.09, 0.54], [0.17, -0.42, 0.22], [-0.47, 0.65, 0.33], [0.48, -0.32, -0.62], [0.27, -0.10, 0.01], [-0.13, 0.01, 0.44], [-0.37, 0.05, -0.61], [0.07, 0.62, 1.38], [0.26, -0.19, -0.04], [0.35, -0.18, 0.15], [0.31, 1.08, 0.03], [-0.74, -0.11, 0.25], [-0.07, -0.01, 0.11], [-0.44, 0.61, -0.25], [-0.14, -0.76, -1.19], [-0.13, -0.40, -0.29], [-0.18, -0.80, 0.23], [-0.37, -0.07, -0.18], [0.25, -0.53, -0.05], [0.01, -0.44, 0.07], [-0.33, 0.38, 0.24], [-0.14, 0.38, 0.02], [-0.39, -0.41, -0.46], [-0.46, 0.42, 0.47], [-0.06, -0.05, 0.05], [0.39, 0.16, -0.21], [-0.29, -0.24, -0.28], [-0.18, 0.26, 0.45], [0.35, 0.33, -0.33], [-0.29, -0.50, 0.21], [-0.13, -0.12, -0.45], [0.04, 0.56, -0.23], [1.03, 0.42, -0.69], [-0.15, -0.13, -0.04]], "lowdin_charge": [0.03, 0.03, 0.05, -0.03, -0.05, -0.07, 0.09, -0.05, 0.07, 0.17, 0.15, -0.06, 0.07, 0.22, 0.08, 0.09, 0.10, -0.04, -0.55, -0.56, -0.33, -0.50, -0.03, -0.25, -0.04, -0.04, -0.04, -0.46, -0.45, -0.05, -0.03, -0.33, -0.03, -0.04, -0.51, -0.04, -0.04, 0.00, -0.51, -0.50, -0.06, 0.09, 0.07, 0.05, 0.09, 0.06, 0.14, 0.08, 0.07, 0.08, 0.12, 0.07, 0.12, 0.07, 0.07, 0.09, 0.08, 0.09, 0.09, 0.09, 0.08, 0.10, 0.08, 0.06, 0.04, 0.15, 0.12, 0.07, 0.06, 0.07, 0.06, 0.13, 0.07, 0.12, 0.07, 0.09, 0.15, 0.08, 0.12, 0.14, 0.14, 0.08, 0.06, 0.10, 0.08, 0.09, 0.09, 0.16, 0.11, 0.14], "lumo_ev": 0.51, "homo_ev": -9.65, "energy_ha": -2296.8188, "charge": 0, "smiles": "O=C1OC[C@@H](F)O1.O=C1OC[C@@H](F)O1.O=C1OC[C@@H](F)O1.CC(C)O.CC(C)O.CC(C)O.CC(C)O.CC(C)O"}

=====

Entry 2:
{"formula": "C32H82N7O13", "method": "ωB97M-V/def2-TZVPD", "species": ["O", "O", "O", "O", "O", "O", "O", "O", "O", "O", "O", "O", "O", "N", "N", "N", "N", "N", "N", "N", "C", "C", "C", "C", "C", "C", "C", "C", "C", "C", "C", "C", "C", "C", "C", "C", "C", "C", "C", "C", "C", "C", "C", "C", "C", "C", "C", "C", "C", "C", "C", "C", "H", "H", "H", "H", "H", "H", "H", "H", "H", "H", "H", "H", "H", "H", "H", "H", "H", "H", "H", "H", "H", "H", "H", "H", "H", "H", "H", "H", "H", "H", "H", "H", "H", "H", "H", "H", "H", "H", "H", "H", "H", "H", "H", "H", "H", "H", "H", "H", "H", "H", "H", "H", "H", "H", "H", "H", "H", "H", "H", "H", "H", "H", "H", "H", "H", "H", "H", "H", "H", "H", "H", "H", "H", "H", "H", "H", "H", "H", "H", "H", "H", "H"], "coordinates": [[4.6380, -4.1129, 5.0044], [-7.8998, 7.2834, -0.2891], [-0.5366, -0.1340, 0.1766], [-0.2618, 1.9824, -0.0767], [-4.1007, -4.9875, -0.8797], [6.3569, 2.5041, 6.3345], [1.3164, 0.5738, -0.2380], [-0.5855, -0.6234, -7.0137], [-0.4958, -6.9212, 2.4283], [-11.1174, 6.0026, -2.3253], [4.2365, 10.8689, 1.2063], [6.7016, -7.5901, 2.9859], [-1.2783, -5.4469, -10.4742], [-10.8451, 7.9419, -0.1076], [0.1535, 0.8113, 0.0096], [-1.8364, -5.9777, 0.2335], [0.7111, -2.9952, -8.5281], [6.2128, 2.6921, 2.7333], [3.1371, 7.4188, -0.2239], [7.3881, -5.0076, 4.5651], [7.9347, -7.1053, 3.5440], [-1.6188, 0.4338, -7.0118], [1.7415, 9.2172, 0.7411], [8.0994, 2.9893, 4.1566], [6.7456, -8.8884, 2.3444], [4.7895, 11.7598, 0.2302], [0.2331, -7.8064, 3.2740], [-1.1197, -1.9781, -6.9061], [-10.0808, 7.2897, 0.8767], [5.5631, -4.2419, 6.0919], [0.0325, -2.8822, -7.1905], [-2.4035, -6.7469, -0.8642], [3.0753, 8.8999, 0.0501], [5.7522, 2.7470, 5.1038], [4.2884, 9.4700, 0.9112], [7.0310, -4.1020, 5.6143], [-8.6571, 7.8105, 0.7815], [7.7233, -6.4127, 4.8380], [-0.8556, -6.7734, -10.8459], [-0.0640, -3.5847, -9.5535], [-0.7635, -4.9443, -9.2328], [6.7318, 2.3237, 4.0269], [-5.3942, -4.4654, -1.2040], [-1.8971, -7.2567, 2.4097], [-12.0672, 6.0313, -1.2463], [3.2472, -4.0275, 5.3371], [-10.8535, 4.6421, -2.8092], [-12.1474, 7.3389, -0.5152], [-7.0929, 6.1687, 0.0691], [-2.5450, -6.1486, 1.4788], [5.9566, 3.3481, 7.3236], [-3.8528, -6.3623, -1.3508], [0.8269, 8.9707, 0.2019], [4.9176, 3.1505, 7.5870], [0.8610, -2.6351, -6.5268], [6.9575, 2.3630, 2.1355], [-7.7043, 5.3190, 0.3729], [2.1873, 7.0810, -0.2864], [-4.6434, -6.8919, -0.8192], [-5.6244, -4.3623, -2.2644], [4.4423, 9.0284, 1.8958], [5.2949, -3.4937, 6.8378], [7.6918, -4.5956, 3.6944], [2.9955, -3.3948, 6.1882], [-10.2136, 7.9378, -0.8958], [7.6961, -4.3343, 6.4461], [-1.6426, -1.9565, -5.9499], [6.3248, 3.1386, 8.3279], [1.6554, 10.1936, 1.2179], [-6.5416, 6.3274, 0.9959], [6.8908, 1.2521, 3.9065], [-1.8387, -6.8474, -1.7910], [-0.8202, -2.8421, -9.8080], [0.2409, -8.7196, 2.6790], [6.4359, -8.8011, 1.3030], [-6.5116, 5.9389, -0.8238], [-2.0109, -8.2067, 1.8875], [-10.7645, 3.9825, -1.9461], [-2.5399, 0.2588, -7.5677], [-2.4687, -5.2067, 2.0219], [7.3338, -3.0634, 5.4815], [-8.7320, 8.8963, 0.8419], [6.8794, -6.9182, 5.3074], [8.6762, 2.5833, 4.9875], [-2.4294, -7.8118, -0.6329], [5.5615, 3.8200, 5.1243], [-0.0949, -5.5931, -8.6668], [8.1116, 4.0762, 4.2376], [-5.2802, -3.4088, -0.9619], [-9.9700, 4.9117, -3.3879], [8.6651, 2.5486, 3.3357], [-6.3528, -4.6075, -0.7050], [4.3360, 11.5797, -0.7445], [3.4537, 6.9545, 0.6153], [5.4459, -5.2311, 6.5345], [-8.2171, 7.6564, 1.7668], [-12.9496, 5.7819, -1.8356], [4.7702, 2.2747, 5.1301], [-1.5612, -7.2322, -11.5386], [-10.5018, 7.6246, 1.8247], [1.2514, -2.1672, -8.7345], [8.6180, -6.3988, 5.4606], [0.6239, -3.6325, -10.3977], [-12.6952, 7.9420, -1.2393], [-1.5025, -4.7316, -8.4604], [2.8864, -5.0081, 5.6476], [3.0753, 9.4392, -0.8971], [2.6718, -3.5372, 4.5519], [-12.7626, 7.1388, 0.3621], [7.7036, -9.4080, 2.3272], [8.5434, -7.9239, 3.9282], [-1.9951, -4.9877, 0.1118], [0.1227, -6.6902, -11.3194], [-0.7548, -7.3866, -9.9504], [5.2906, 9.2352, 0.5526], [-11.8294, 5.1800, -0.6085], [-1.0470, 1.2814, -7.3897], [4.5347, 12.7463, 0.6176], [-10.2413, 6.2266, 0.6972], [8.5374, -6.6237, 2.7740], [-4.0180, -6.5479, -2.4121], [1.2188, -7.3974, 3.4957], [-3.6138, -6.3465, 1.3972], [-2.4396, -7.3704, 3.3482], [-0.1768, -8.0059, 4.2641], [-11.5930, 4.1849, -3.4666], [-1.8741, -2.1145, -7.6810], [1.6886, 8.6821, 1.6892], [-1.8999, 0.7463, -6.0061], [-0.2943, -3.8638, -6.8474], [5.8605, 11.6658, 0.0506], [5.9461, -9.4467, 2.8316], [6.1281, 4.4011, 7.1001], [5.3708, 2.1975, 2.4754]], "forces_ev_per_a": [[-0.04, 0.60, -0.03], [-0.12, 0.73, 0.50], [-4.42, -3.15, 1.55], [-0.87, 0.85, 0.62], [-1.01, -1.14, -1.25], [1.74, -1.39, 0.70], [3.89, 0.37, -0.24], [-1.95, 0.40, -0.47], [-1.08, 0.04, 1.97], [0.17, -0.51, 0.24], [0.11, -0.07, -0.56], [1.02, -0.35, -0.05], [-0.28, -0.58, 0.69], [-1.69, 1.20, -2.41], [1.39, 1.96, -1.90], [-0.64, -0.01, -0.54], [-0.41, -0.47, 3.37], [0.12, 0.89, -0.88], [0.62, 1.26, 0.29], [-0.45, 0.36, -0.51], [0.14, -2.15, -0.17], [1.96, -0.23, 0.48], [0.16, 0.19, 1.65], [0.40, -1.29, 0.55], [-0.88, 0.98, 0.09], [-0.84, -0.62, 0.19], [-0.15, 0.04, -0.81], [0.04, 2.83, -1.22], [-0.48, -0.25, 0.61], [-0.52, 0.10, -0.72], [1.67, -0.96, 0.57], [-1.16, -0.54, -0.97], [-0.19, 0.08, 0.85], [0.11, 0.26, 0.65], [0.33, -0.23, 0.12], [-0.13, -0.43, 0.70], [-0.22, -0.63, 1.44], [-0.82, 3.13, -0.68], [0.35, 0.97, 0.71], [-0.32, 0.60, -0.91], [1.01, 1.32, -0.30], [-0.48, 0.34, -0.12], [0.81, 2.63, -0.48], [0.41, 1.18, -2.57], [0.62, -1.86, -1.62], [0.62, 0.03, 0.71], [0.16, 2.21, 0.42], [0.98, -0.05, -0.35], [-0.83, -0.09, 0.22], [0.49, -1.18, 2.10], [-1.37, 0.28, 1.68], [-0.47, 1.06, 2.31], [0.26, 0.09, -0.34], [-0.86, 0.56, -0.56], [-0.17, 0.17, 0.29], [-0.35, 0.21, -0.87], [-0.36, -0.35, -0.51], [-0.25, 0.04, -0.37], [0.12, -0.74, -0.02], [0.32, -0.83, -0.39], [-1.14, -0.42, 0.28], [0.28, 0.13, 0.30], [-0.09, -0.40, 0.25], [0.68, 0.35, 0.48], [-0.47, 0.25, -0.82], [-0.21, -0.30, 0.85], [0.37, -1.13, 0.33], [1.28, -0.31, -0.33], [0.13, 0.70, -0.95], [0.71, 0.56, -0.31], [0.04, -0.41, 1.39], [0.85, 1.05, 0.23], [-0.75, -0.34, -0.68], [0.68, -0.58, 0.51], [0.06, 0.30, -0.14], [0.22, -0.10, 0.45], [0.05, -0.45, -0.08], [0.69, -0.10, -0.09], [0.28, -0.44, -0.38], [0.07, 0.01, 0.08], [-0.42, 0.07, -0.94], [0.12, 0.26, -1.18], [0.12, -0.03, 0.34], [-0.37, 0.12, 0.49], [-0.20, -0.10, 0.74], [0.02, 0.33, -1.02], [0.49, -0.48, -0.65], [-0.16, -0.10, -0.47], [0.27, 0.29, 0.13], [0.30, -1.19, 0.12], [0.22, 0.83, -0.54], [0.33, -1.73, 0.72], [-0.30, 0.24, -0.11], [0.39, -0.08, 0.24], [-0.07, -0.25, 0.20], [0.65, -0.74, 0.02], [-1.06, 0.15, 0.98], [-0.13, -0.35, -0.65], [-0.11, 0.30, 0.10], [0.21, -0.54, 0.56], [-0.42, -0.06, -0.31], [0.19, -0.64, 0.23], [-0.33, -0.59, -0.36], [0.21, 0.90, 0.53], [-0.89, -0.13, -0.53], [-0.31, -0.24, -0.50], [0.24, -0.14, -0.21], [0.33, -0.67, -0.50], [-0.09, 0.37, 0.10], [0.11, 0.18, 0.54], [0.13, -0.85, -0.70], [0.50, 0.10, -1.09], [0.12, -0.22, -0.14], [-0.08, -0.22, -0.04], [-0.05, -0.03, -1.20], [-0.05, -0.10, 0.40], [-0.41, 0.09, -0.37], [0.19, 0.05, -0.33], [0.84, -0.59, 0.80], [-0.06, 0.57, 0.14], [0.21, 0.54, -0.21], [0.10, -0.02, -0.62], [-0.24, -0.18, -0.23], [0.45, 0.44, 0.47], [-0.68, 0.11, 0.01], [-0.50, 0.48, -0.09], [-0.35, 0.02, -0.22], [0.08, -0.91, -0.06], [-0.02, -0.48, 0.34], [0.21, -0.38, -0.28], [0.27, -0.17, 0.53], [0.34, -0.48, 0.08], [-0.09, 0.18, -0.10], [-0.13, -0.17, 0.07]], "lowdin_charge": [-0.19, -0.17, -0.06, -0.11, -0.21, -0.19, -0.09, -0.21, -0.19, -0.22, -0.21, -0.18, -0.20, -0.07, -0.74, -0.04, -0.07, 0.02, 0.03, -0.08, -0.24, -0.08, -0.09, -0.06, -0.09, -0.10, -0.12, -0.21, -0.25, -0.21, -0.20, -0.19, -0.37, -0.20, -0.19, -0.21, -0.23, -0.20, -0.09, -0.23, -0.20, -0.45, -0.13, -0.20, -0.25, -0.11, -0.07, -0.17, -0.09, -0.21, -0.16, -0.16, 0.08, 0.09, 0.12, 0.06, 0.08, 0.06, 0.10, 0.08, 0.12, 0.11, 0.12, 0.07, 0.10, 0.10, 0.13, 0.08, 0.07, 0.08, 0.14, 0.10, 0.11, 0.08, 0.08, 0.10, 0.10, 0.08, 0.08, 0.12, 0.12, 0.13, 0.13, 0.07, 0.10, 0.12, 0.12, 0.09, 0.08, 0.09, 0.07, 0.08, 0.08, 0.06, 0.11, 0.11, 0.12, 0.13, 0.08, 0.12, 0.11, 0.11, 0.12, 0.11, 0.10, 0.08, 0.11, 0.09, 0.12, 0.08, 0.11, 0.11, 0.08, 0.08, 0.11, 0.10, 0.08, 0.09, 0.12, 0.13, 0.11, 0.08, 0.11, 0.11, 0.08, 0.08, 0.11, 0.07, 0.08, 0.10, 0.08, 0.08, 0.09, 0.08], "lumo_ev": 2.17, "e_above_lowest_kj_mol": 459.7, "homo_ev": -3.71, "energy_ha": -2629.2901, "charge": -1}

=====

| no. | strongest force on any atom (eV Å⁻¹) |
| --- | --- |
| 1 | 2.3 |
| 2 | 5.6 |